Record 1
A cluster of 24 separate species, C9H64NO24 in total in a non-equilibrium geometry, computed with ωB97M-V with the def2-TZVPD basis set.

Element x y z (Å)
O 1.390 5.332 -5.765
O 3.535 -0.930 -7.379
O -2.765 -1.804 -1.913
O -4.251 -1.739 -6.518
O -1.980 -5.358 -9.193
O -0.516 -1.058 -12.192
O 4.692 2.166 -5.291
O 2.037 4.317 -9.109
O 3.905 -3.541 -9.256
O -1.065 -3.518 -11.159
O 0.988 -0.096 -8.819
O -4.358 -0.232 -9.522
O -1.563 0.836 -10.549
O 1.877 1.768 -10.896
O 2.181 -1.574 -11.028
O 1.236 -4.384 -3.457
O 0.287 3.433 -2.565
O -1.907 3.695 -4.236
O 1.878 -1.533 -2.179
O -3.754 1.715 -4.959
O -1.514 -6.014 -6.582
O -2.434 4.442 -9.222
O -4.098 2.273 -8.192
O 3.695 -0.409 -4.539
N 0.534 -0.407 -7.524
C -0.934 1.548 -7.083
C -0.137 -1.679 -7.462
C 0.289 0.747 -6.658
C 1.523 1.641 -6.600
C 0.745 -2.796 -8.047
C -1.502 -1.675 -8.198
C -0.372 -2.091 -6.000
C 0.046 0.267 -5.197
C -0.886 -0.945 -5.150
H -4.665 1.796 -7.585
H -1.059 -2.947 -5.973
H 1.650 -2.293 -2.723
H -1.709 -4.004 -10.621
H -1.713 -5.559 -8.274
H -0.548 -1.977 -11.857
H -3.485 -0.400 -9.915
H 0.643 5.631 -6.295
H 1.407 1.216 -10.245
H -4.791 -2.529 -6.414
H -1.235 0.217 -11.235
H -1.346 -1.433 -9.253
H -2.170 -5.847 -5.897
H 1.683 -1.147 -10.290
H -0.470 3.542 -3.174
H -1.858 -0.661 -5.570
H 1.666 -2.915 -7.469
H 3.498 -1.858 -7.623
H -3.517 -1.208 -1.972
H -2.046 -2.616 -8.112
H 2.018 3.594 -9.753
H 0.376 -0.747 -11.984
H 1.625 2.243 -7.503
H -3.893 1.454 -4.042
H -0.987 -1.310 -4.125
H 3.722 -4.246 -8.626
H 4.610 2.572 -4.421
H -4.078 1.717 -8.989
H -0.936 0.720 -9.814
H -2.033 -6.211 -9.634
H -3.386 -1.976 -6.162
H 2.666 -0.575 -7.661
H -2.858 3.851 -8.585
H -0.901 1.834 -8.137
H -0.282 -3.468 -10.596
H -2.089 -0.796 -7.920
H 4.154 0.329 -4.973
H 1.389 2.299 -5.733
H -0.667 -6.018 -6.124
H -4.295 -0.591 -8.627
H -2.263 3.881 -9.986
H -2.155 3.093 -4.953
H 0.201 2.540 -2.219
H 1.210 -5.022 -4.175
H -0.899 2.492 -6.527
H 1.375 -4.909 -2.662
H 0.563 -2.464 -5.562
H 2.449 1.100 -6.421
H 4.164 2.726 -5.871
H 2.638 4.013 -8.423
H 3.178 -0.819 -5.249
H 4.415 -3.965 -9.955
H 1.256 4.381 -5.683
H -1.894 1.054 -6.951
H 0.175 -3.727 -7.926
H -2.116 -1.438 -2.525
H 1.101 -2.789 -9.074
H -2.714 4.179 -4.037
H -0.410 1.028 -4.561
H 2.803 1.543 -10.760
H 0.998 -0.034 -4.753
H -4.336 1.139 -5.466
H 2.043 -0.825 -2.817
H 2.467 -2.417 -10.662

Atomic forces in eV per Å
O 0.0 0.0 0.0
O -0.2 0.1 0.2
O -0.1 0.0 -0.1
O -0.2 0.1 0.2
O 0.0 -0.2 0.1
O 0.3 -0.1 -0.1
O 0.2 0.2 0.0
O 0.1 0.1 0.0
O -0.1 -0.2 0.0
O 0.1 -0.3 0.0
O -0.3 0.3 -0.4
O 0.0 -0.1 0.1
O -0.3 0.0 0.2
O 0.1 0.2 0.1
O -0.4 0.1 0.1
O -0.1 0.0 0.1
O -0.1 0.0 -0.1
O -0.1 0.0 -0.2
O -0.3 0.1 0.0
O -0.2 -0.1 0.1
O 0.1 -0.1 0.4
O 0.0 0.1 0.0
O 0.0 0.2 0.0
O -0.3 -0.1 0.3
N 1.6 -0.5 0.6
C 0.2 0.9 -0.4
C -0.5 0.0 -0.2
C -0.7 -0.8 0.4
C -0.1 0.5 -0.1
C 0.1 -0.8 0.3
C 0.5 0.8 -0.7
C 0.5 0.1 0.2
C -0.2 -1.1 -0.3
C 0.0 -0.1 -0.5
H -0.1 0.0 -0.1
H -0.1 0.0 -0.1
H 0.1 -0.1 -0.1
H 0.2 0.1 0.1
H -0.2 0.1 -0.3
H -0.3 0.6 -0.2
H 0.0 0.3 0.0
H 0.1 -0.1 -0.1
H 0.0 -0.1 0.3
H 0.0 0.0 -0.1
H -0.1 0.0 0.2
H 0.2 -0.5 -0.1
H 0.0 0.0 -0.1
H 0.3 0.1 0.2
H 0.3 0.0 0.2
H -0.2 0.2 0.4
H -0.1 0.1 0.3
H 0.1 0.1 -0.3
H 0.0 0.0 0.0
H -0.1 0.1 0.0
H -0.2 -0.2 -0.1
H 0.1 -0.2 -0.2
H 0.0 0.0 0.0
H 0.1 0.0 0.0
H -0.2 0.2 0.0
H 0.0 0.0 0.0
H -0.1 0.0 0.0
H 0.0 -0.2 0.1
H 0.2 -0.1 -0.2
H 0.0 0.0 0.0
H 0.1 0.1 -0.1
H 0.0 -0.1 -0.3
H -0.1 -0.1 -0.1
H 0.2 0.0 0.0
H -0.1 -0.1 0.1
H -0.2 -0.4 0.6
H -0.2 -0.1 0.0
H 0.0 0.1 -0.1
H 0.0 0.1 -0.1
H 0.1 -0.2 -0.1
H 0.1 -0.1 0.1
H 0.0 0.0 0.1
H 0.0 0.0 0.0
H 0.1 0.1 -0.1
H -0.4 0.0 0.0
H 0.0 0.1 0.0
H 0.1 0.1 -0.1
H -0.1 -0.2 -0.1
H 0.0 -0.1 0.0
H 0.0 0.1 0.0
H 0.5 0.1 -0.2
H 0.1 0.1 0.0
H -0.1 0.1 0.0
H 0.1 0.0 0.3
H 0.1 -0.1 0.0
H 0.0 0.0 0.1
H -0.5 0.6 -0.2
H 0.0 0.0 0.0
H 0.3 0.4 -0.2
H 0.0 -0.2 0.0
H 0.1 0.2 0.0
H 0.1 -0.1 0.0
H 0.3 -0.1 0.0
H 0.2 0.1 0.1

- Total charge: -1
- Relative energy (zero: lowest compared OMol25 entry of this formula, charge and spin): 128.01 kJ/mol
- 2S+1: 1
- Kohn-Sham gap: 4.6 eV

Record 2
A structure of composition C9H68CdNO26 in a non-equilibrium geometry, computed with ωB97M-V with the def2-TZVPD basis set.

Element x y z (Å)
Cd 7.856 -9.939 18.805
O 6.351 -13.405 22.008
O 2.528 -11.438 24.206
O 7.376 -11.678 26.256
O 8.392 -8.742 26.952
O 11.416 -7.661 18.978
O 4.123 -4.089 23.320
O 12.444 -8.455 23.189
O 3.761 -6.172 21.663
O 7.094 -8.420 20.157
O 7.420 -11.720 19.674
O 5.951 -10.106 17.902
O 10.264 -12.159 23.766
O 9.771 -9.727 19.465
O 4.921 -6.727 18.896
O 3.228 -12.114 21.438
O 3.604 -9.480 18.932
O 12.240 -5.948 21.656
O 10.273 -9.849 25.146
O 2.811 -7.352 24.273
O 6.409 -2.296 20.974
O 9.212 -13.072 21.357
O 9.909 -2.073 20.645
O 8.225 -8.164 17.428
O 9.025 -5.233 17.685
O 7.726 -2.953 23.214
O 5.932 -3.954 26.344
N 6.986 -8.031 21.518
C 7.711 -6.794 21.897
C 5.217 -9.694 22.079
C 6.589 -9.086 22.472
C 7.607 -10.189 22.720
C 7.303 -6.340 23.333
C 7.356 -7.459 24.325
C 9.234 -7.095 21.994
C 7.431 -5.593 20.986
C 6.285 -8.408 23.841
H 12.311 -7.752 18.629
H 10.058 -11.399 24.338
H 2.572 -12.021 24.971
H 12.212 -7.684 22.653
H 8.421 -9.876 23.373
H 10.313 -9.024 19.046
H 5.267 -10.369 21.226
H 7.328 -3.814 23.070
H 5.141 -9.974 18.448
H 8.303 -7.978 24.471
H 7.283 -2.378 22.583
H 3.998 -5.484 22.316
H 6.043 -9.221 24.529
H 7.716 -11.386 27.108
H 9.738 -12.914 22.140
H 11.187 -6.735 18.836
H 6.414 -4.262 27.117
H 4.602 -6.435 21.270
H 5.673 -9.915 17.001
H 6.789 -12.336 19.277
H 12.099 -5.744 20.729
H 8.058 -11.431 25.624
H 8.005 -4.669 21.118
H 11.071 -12.527 24.139
H 9.394 -2.602 20.031
H 9.424 -7.990 22.586
H 5.806 -2.621 20.296
H 3.745 -8.529 19.094
H 7.485 -5.772 19.912
H 11.617 -8.717 23.610
H 3.521 -7.682 23.713
H 4.547 -8.865 21.846
H 7.116 -11.000 23.270
H 8.372 -13.430 21.682
H 6.319 -5.865 23.321
H 9.704 -7.200 21.017
H 7.998 -5.545 23.619
H 7.032 -7.110 25.309
H 12.689 -5.172 22.008
H 2.189 -10.604 24.552
H 8.657 -8.121 16.568
H 3.066 -11.986 22.385
H 3.950 -4.296 24.249
H 6.520 -4.136 25.602
H 4.819 -10.229 22.943
H 6.056 -1.431 21.215
H 2.230 -6.882 23.666
H 5.442 -7.728 23.716
H 6.453 -5.158 21.223
H 8.771 -8.460 27.792
H 7.913 -10.718 21.819
H 5.787 -12.626 21.921
H 3.973 -3.141 23.251
H 5.231 -6.692 17.987
H 6.318 -13.628 22.945
H 9.607 -1.171 20.498
H 5.691 -7.045 19.406
H 9.489 -5.173 16.842
H 9.688 -6.260 22.531
H 2.659 -11.470 21.011
H 10.268 -9.995 20.248
H 8.706 -4.339 17.850
H 7.921 -12.254 20.290
H 8.086 -7.240 17.681
H 2.770 -9.681 19.365
H 7.454 -8.871 27.137
H 9.520 -9.347 25.527
H 11.014 -9.613 25.716

Atomic forces in eV per Å
Cd -0.7 2.1 0.4
O 0.2 0.0 0.1
O 0.0 0.0 0.1
O -0.1 0.1 -0.1
O 0.0 0.0 0.3
O 0.3 0.3 -0.3
O 0.1 0.2 0.5
O -0.2 0.0 0.0
O 0.2 -0.1 0.2
O -0.1 0.6 0.3
O -1.4 -2.3 0.0
O -1.2 -0.3 -0.9
O 0.0 -0.3 0.1
O 2.6 0.2 0.1
O -0.1 -0.1 0.0
O 0.2 -0.2 0.0
O 0.0 0.5 0.0
O 0.2 0.1 0.0
O -0.5 0.7 0.3
O -0.1 -0.1 0.3
O -0.3 0.4 -0.5
O -0.7 -0.3 -1.0
O 0.2 0.0 -0.2
O 0.3 0.4 -0.9
O 0.1 -0.2 -0.1
O 0.3 0.1 0.7
O 0.0 -0.2 -0.1
N -1.4 0.8 0.0
C 1.1 -1.0 0.7
C 0.7 0.3 -0.1
C -0.5 1.1 0.3
C -0.4 -0.8 0.2
C 1.1 0.5 -0.7
C -1.0 -0.6 0.6
C -0.3 0.7 0.0
C -0.7 0.6 -0.4
C 0.2 -0.3 -0.6
H 0.0 -0.1 0.1
H 0.3 0.1 -0.2
H 0.0 0.0 0.0
H 0.1 0.1 0.0
H 0.3 0.1 -0.5
H -0.1 0.1 0.4
H 0.0 0.0 0.0
H -0.1 0.0 -0.2
H -0.1 0.0 0.2
H 0.2 0.4 -0.3
H 0.2 -0.4 0.0
H -0.2 -0.1 -0.4
H 0.0 0.1 0.2
H 0.1 -0.1 0.0
H 0.2 0.5 0.7
H -0.3 -0.1 0.0
H 0.0 0.0 0.0
H -0.1 -0.1 0.0
H 0.0 0.0 0.0
H -0.1 0.1 0.0
H -0.1 0.0 0.0
H 0.0 0.0 0.0
H 0.9 -0.6 0.6
H 0.0 0.0 0.0
H -0.1 0.0 0.1
H -0.1 -0.1 -0.2
H 0.0 -0.1 0.1
H 0.2 0.1 0.0
H -0.1 -0.5 0.0
H 0.0 -0.1 0.0
H -0.1 0.1 -0.2
H -0.1 -0.1 -0.1
H -0.2 0.1 0.2
H 0.1 -0.1 0.2
H -0.2 -0.3 0.0
H 0.0 -0.1 0.0
H 0.1 0.0 -0.1
H 0.2 0.2 0.0
H 0.0 0.0 0.1
H 0.1 0.0 -0.1
H 0.0 -0.1 0.0
H -0.1 0.1 0.0
H 0.1 0.0 0.0
H 0.0 0.2 0.0
H 0.0 -0.1 -0.1
H 0.0 0.0 -0.2
H 0.1 0.0 -0.1
H -0.5 -0.5 0.0
H -0.4 -0.5 -0.3
H 0.0 0.0 0.0
H 0.5 0.5 0.0
H -0.2 0.0 -0.1
H 0.0 0.0 -0.1
H 0.0 0.0 0.0
H -0.1 0.0 0.0
H 0.0 0.0 0.1
H 0.2 -0.5 0.0
H 0.0 0.1 0.0
H 0.4 0.0 -0.3
H 0.0 0.0 0.0
H -0.2 -0.2 0.1
H -0.1 0.0 0.1
H 1.1 -0.3 0.8
H 0.0 0.1 0.4
H 0.0 -0.2 0.0
H 0.0 0.0 -0.2
H 0.3 -0.3 0.0
H 0.1 -0.1 0.0

- Total charge: +1
- Relative energy (zero: lowest compared OMol25 entry of this formula, charge and spin): 0.00 kJ/mol
- 2S+1: 1
- Kohn-Sham gap: 5.5 eV

no.,HOMO level (Ha),E (hartree)
1,-0.13523,-2241.864820
2,-0.30680,-2562.190450